C47H44FI2N2O4P2S2Sc | ωB97M-V with the def2-TZVPD basis set

Output
largest force on an atom: 1.6 eV Å⁻¹
relative energy (zero: lowest compared OMol25 entry of this formula, charge and spin): 54.72 kcal per mole
total charge: -1
frontier orbital gap (spin up / spin down): 0.2414 / 0.1965 Eh
calculated total energy: -140496.07978 eV
spin multiplicity: 2

Last column: Mulliken charge in e.
Positions of all 105 atoms, in Å:
I -3.55440 0.34810 -1.98990  0.2268
I 3.53370 -1.38210 -0.00930  -0.4918
Sc 1.03570 0.06890 0.28340  -0.8976
S 0.72870 3.43990 -2.21590  -0.5494
S 0.39420 -0.04520 -2.21890  -0.5456
P -1.92610 -1.83770 -0.41130  1.6611
P 0.80820 1.69510 -3.12880  1.0572
F 0.12930 5.60880 4.31160  -0.4402
O 2.94520 2.05230 6.22730  -0.5712
O 2.12330 1.58810 0.74050  0.8299
O 2.23890 1.52200 -3.86780  -0.5358
O -0.12980 1.64470 -4.42690  -0.3828
N 0.93800 0.12460 2.53310  0.7173
N 3.69360 4.30900 2.37950  -0.6724
C -1.13830 -3.81370 -3.91050  -0.7808
C -0.56790 -3.92630 1.42750  -0.9166
C -1.24390 -2.55950 1.17860  0.3219
C 0.05070 -0.93690 2.70390  0.5550
C -1.01730 -3.68710 3.98210  -0.1251
C 2.09960 2.10640 3.09390  0.5248
C -0.71920 2.81070 -4.97410  -0.5211
C 0.93790 -3.62050 -2.74120  -0.6881
C -0.17590 4.60960 3.44110  0.4970
C -0.91130 3.52750 3.89910  -0.7587
C -1.70700 -2.29290 3.74240  -0.8252
C 2.50670 3.07220 4.05140  0.5259
C -6.16780 -0.03460 -0.57680  -0.5463
C 0.45970 -3.64700 4.15840  -0.9551
C -1.14000 1.50950 0.76150  -1.1606
C 3.75940 3.67630 0.05420  -0.6788
C 3.31750 3.46130 1.46100  0.2670
C -0.80480 -1.11420 3.72160  -1.3197
C -1.79300 -3.21300 -2.85040  -0.9733
C -0.82720 2.55510 1.66620  0.7570
C 0.23040 -4.01580 -3.86340  -0.7834
C -5.95410 -2.75810 -0.04120  0.7809
C -0.09670 3.69540 1.24410  -0.1523
C 0.07210 -1.84280 1.51370  0.5788
C 0.76370 -3.23060 1.75540  -0.2100
C -4.79090 -2.03450 -0.44310  0.2659
C 1.28500 0.98000 3.43440  -0.4791
C 3.39460 1.18030 -3.11400  0.5636
C -7.25930 -0.72820 -0.04060  -0.7860
C 2.47630 2.32850 1.72940  0.0074
C -1.21840 2.50670 3.02660  -0.3284
C -1.09100 -2.81920 -1.71320  0.4987
C 0.28510 -3.02650 -1.67790  0.5399
C -7.17030 -2.07450 0.16800  -0.8944
C 3.96370 -0.12250 -3.64510  -1.2232
C -1.52470 -4.15870 2.60490  -0.6496
C -5.87840 -4.15650 0.11650  -0.8954
C -3.54750 -2.72040 -0.47180  0.3773
C 2.14370 2.97460 5.50890  -1.1319
C -4.69520 -4.81700 -0.07490  -1.1538
C 3.28480 4.12780 3.63600  -0.8195
C 0.23120 4.70520 2.11770  -0.5476
C -3.52880 -4.08970 -0.32140  -0.0171
C -4.98130 -0.68130 -0.80730  0.1636
C -2.16020 2.96180 -4.51170  -0.7054
C 1.27540 -3.42090 3.13770  -1.1533
C -2.19790 -2.79930 2.36820  -0.6400
H 2.34600 -3.35030 3.26970  0.4399
H 0.80670 5.55870 1.79210  0.4363
H 2.00970 -3.74730 -2.70220  0.5067
H 0.85460 -2.69540 -0.81810  -0.4061
H 2.88520 3.75500 -0.59260  -0.0541
H -2.09400 -5.08700 2.58840  0.4189
H -2.58450 -4.61130 -0.38870  0.4652
H -2.59940 3.85320 -4.95340  0.4207
H -4.65110 -5.89450 -0.00170  0.4410
H 4.35180 4.58210 -0.00450  0.3905
H 4.34150 2.82050 -0.28760  0.1652
H -1.69880 -4.11990 -4.78340  0.4052
H 1.08170 2.71210 5.61920  0.2166
H 3.13610 1.09160 -2.04870  -0.4383
H 0.73940 -4.46460 -4.70530  0.3906
H -0.14380 3.69490 -4.67330  0.3999
H -8.03060 -2.64310 0.49140  0.3811
H -0.52160 -4.72230 0.68670  0.6207
H -2.74640 2.09110 -4.79830  0.2056
H -1.48770 -4.22010 4.81070  0.4111
H 4.11200 2.00090 -3.22560  0.3733
H 3.21460 -0.90720 -3.56110  0.0605
H -2.53310 -2.13340 4.44050  0.5322
H 3.61110 4.88570 4.33590  0.3709
H -8.18110 -0.19630 0.14380  0.3773
H 4.22580 -0.00420 -4.69410  0.3903
H 1.55560 -3.48350 1.04600  0.8524
H 4.84230 -0.40680 -3.07360  0.3613
H -1.23300 3.49900 4.93070  0.4086
H -2.86000 -3.04700 -2.91190  0.3499
H 0.97150 0.84980 4.47440  0.5463
H -3.26680 -2.69520 2.17980  0.6173
H -1.15600 1.77820 -0.29160  0.3518
H -2.18230 3.05160 -3.42660  0.0773
H -6.27420 1.00590 -0.84440  0.4240
H 3.09260 1.28060 5.67120  0.4356
H -0.65980 2.69250 -6.06080  0.3691
H -6.77820 -4.69140 0.38670  0.3658
H -1.78760 1.65650 3.37730  0.5367
H -0.85180 -0.42310 4.55460  0.3452
H 0.84070 -3.77730 5.16190  0.3657
H 0.21400 3.76480 0.21050  0.0057
H -1.91110 0.80740 1.07600  0.4267
H 2.30440 3.94430 5.98900  0.4289

---

C47H44N5O2Sb2Ti | ωB97M-V with the def2-TZVPD basis set

Output
largest force on an atom: 2.8 eV Å⁻¹
relative energy (zero: lowest compared OMol25 entry of this formula, charge and spin): 22.49 kcal per mole
total charge: +1
frontier orbital gap (spin up / spin down): 0.2429 / 0.2512 Eh
calculated total energy: -97180.78107 eV
spin multiplicity: 3

Last column: Mulliken charge in e.
Positions of all 101 atoms, in Å:
Sb -1.32332 2.04175 2.58239  1.0065
Sb -3.30612 -1.08547 -1.59570  0.8480
Ti -0.94002 1.44273 -0.44233  -1.8754
O 5.95364 -3.49341 -2.02643  -0.4736
O -1.42602 0.94228 -2.17885  -0.0027
N 0.86294 1.75679 -1.15968  0.5793
N -1.49699 3.42869 -0.79435  1.0671
N 3.00673 0.97278 -5.52272  -0.5085
N -1.67195 5.55212 -1.28618  -0.0430
N 4.15441 0.52801 -5.38751  -0.4255
C 2.43859 -0.13256 3.01066  -0.6963
C 5.42675 -2.54402 -2.82659  0.9641
C 0.61110 -3.04639 -1.92066  -0.9398
C -1.87044 0.68921 5.32006  0.1939
C 2.11670 -1.46229 3.23096  -0.7821
C 1.46661 -2.26355 -1.15894  -0.4914
C -1.85868 0.53346 6.69741  -0.9423
C 0.78832 -1.86262 3.19334  -0.7574
C -4.17211 -2.54400 -0.24108  -0.1352
C -4.01915 -4.13610 1.56484  -0.7852
C 5.82371 -0.48344 -3.99773  -0.3013
C 2.00388 2.20342 -0.65382  0.0563
C 0.09858 0.39032 2.65892  0.9865
C -0.43194 0.47373 -4.30396  -0.7712
C -0.84432 2.69469 6.93685  -0.5365
C -2.41389 3.58437 -1.82603  -0.6000
C -0.09024 5.04079 0.55718  -0.9792
C -1.35061 1.53941 7.50880  -0.5053
C -5.40349 -4.20681 1.62875  -0.4406
C 3.21749 1.84653 -2.68724  -1.1400
C -5.56085 -2.62638 -0.17331  -0.4239
C 5.18048 -4.64951 -1.76339  -0.6851
C -2.52500 4.89735 -2.13891  -0.7817
C -1.36933 1.85021 4.74367  0.5298
C -0.37000 0.89692 -2.99144  0.2467
C 6.26997 -1.48279 -3.16613  -0.7078
C -3.40481 -3.31262 0.63018  0.1866
C -0.21324 -0.94244 2.92445  -0.0946
C -0.85185 2.85061 5.55600  -0.7304
C -3.32025 1.16048 2.36653  -1.8774
C 1.94696 0.86182 -4.61715  0.3269
C 4.12929 -2.57478 -3.32969  -0.4062
C 0.70584 0.49503 -5.10736  -0.3328
C -6.17553 -3.45400 0.75611  -0.6078
C 2.04770 1.31605 -3.26582  1.0265
C 0.87779 1.31947 -2.46709  -0.0669
C 3.18900 2.27856 -1.38498  -1.6286
C -3.49584 0.49495 -0.05623  -1.0070
C -3.45207 -0.00220 1.38155  0.8003
C 0.96321 -1.20984 -0.41502  -0.6476
C 3.66239 -1.53062 -4.11017  -0.4535
C -1.26844 -1.70688 -1.21710  -0.6093
C -1.06483 4.64529 -0.49375  0.3550
C 4.50221 -0.47396 -4.45938  -0.2295
C -0.39899 -0.94844 -0.44230  3.1974
C 1.43493 0.78178 2.71297  -0.9405
C -0.74775 -2.76449 -1.95591  -0.8878
H -5.87993 -4.85737 2.35064  0.3940
H -2.90927 2.74834 -2.28295  0.4024
H -0.44922 3.75575 5.11661  0.3150
H -1.50232 6.54275 -1.27037  0.1982
H 0.64924 4.26020 0.70434  0.0781
H 0.51745 -2.89216 3.39193  0.5103
H -2.27017 -0.11079 4.70962  0.1862
H -6.16643 -2.03687 -0.85485  0.3413
H -1.35293 1.42135 8.58423  0.3852
H 2.65319 -1.56881 -4.49915  0.4227
H -2.24406 -0.37693 7.13853  0.4087
H 4.12773 1.93972 -3.26072  0.6312
H -2.32230 -3.27467 0.57649  0.3990
H -3.66139 0.89456 3.36564  0.6606
H 7.28133 -1.48394 -2.78173  0.4627
H 5.79321 -5.27439 -1.12069  0.2792
H -3.95035 1.98646 2.02525  0.5211
H -1.38896 0.15352 -4.69547  0.5364
H -1.41113 -3.36770 -2.56575  0.5316
H -0.44239 3.48067 7.56342  0.4014
H -4.44076 1.00061 -0.25655  0.7914
H -2.63880 -0.71563 1.50837  -0.4254
H 1.00608 -3.87144 -2.50165  0.4175
H -4.37066 -0.55007 1.59891  0.7312
H 6.48012 0.32359 -4.29865  0.4984
H -0.82318 -0.19358 0.24694  -1.2682
H 1.98476 2.51833 0.38074  0.2551
H 2.89461 -2.18421 3.44312  0.4179
H 4.94747 -5.19075 -2.68350  0.3388
H 2.52881 -2.46536 -1.13844  0.6774
H 3.47678 -3.41225 -3.12482  0.5659
H 1.62758 -0.61273 0.19134  0.2155
H 4.07664 2.68865 -0.92390  0.4969
H 3.46803 0.19837 3.07042  0.4570
H 1.69565 1.82873 2.59262  0.4414
H 0.41767 5.96086 0.26825  0.4848
H 0.64424 0.18823 -6.14380  0.4844
H 4.25091 -4.40324 -1.24184  0.1945
H -3.11131 5.40879 -2.88096  0.4320
H -0.59757 5.21879 1.50637  0.2387
H -7.25605 -3.50990 0.79744  0.4085
H -2.71786 1.25697 -0.21196  0.2770
H -3.41280 -4.72103 2.24592  0.4212
H -1.24286 -1.27142 2.96391  0.2629